Record 1
14
Properties=species:S:1:pos:R:3 method="wB97M-V/def2-TZVPD" e_above_lowest_kcal_mol=66.05 mol_weight_g_mol=117.17 smiles="CO[C@@H]1C=CSN1" homo_lumo_gap_ev=8.375 total_charge=0 e_tot_ev=-18631.6854 multiplicity=1 e_homo_ev=-7.6 largest_force_ev_per_a=4.75
C 2.058 -0.787 0.221
O 1.038 0.116 0.570
C 0.018 0.183 -0.282
C -0.899 1.353 0.060
C -2.177 1.097 0.054
S -2.517 -0.619 0.019
N -0.974 -1.094 -0.352
H 2.950 -0.398 0.654
H 2.255 -0.575 -0.936
H 1.793 -1.885 0.405
H 0.443 0.265 -1.326
H -0.440 2.336 0.198
H -2.908 1.841 0.271
H -0.641 -1.831 0.444

=====

Record 2
14
Properties=species:S:1:pos:R:3 method="wB97M-V/def2-TZVPD" e_above_lowest_kcal_mol=145.97 mol_weight_g_mol=117.17 homo_lumo_gap_ev=9.227 total_charge=0 e_tot_ev=-18628.2199 multiplicity=1 e_homo_ev=-8.5 largest_force_ev_per_a=4.03
C 2.287 0.554 -0.581
C -0.112 -0.563 0.981
C -1.203 0.415 -0.850
C -1.421 -0.472 0.272
N -2.012 0.832 0.173
O 0.365 2.051 0.414
S 0.608 0.741 -0.150
H 2.554 -0.397 -1.227
H -0.001 -0.403 1.973
H 0.279 -1.465 0.621
H -1.670 0.419 -1.890
H -2.198 -1.237 0.106
H -1.666 1.647 0.737
H 2.398 1.320 -1.401

=====

Record 3
14
Properties=species:S:1:pos:R:3 method="wB97M-V/def2-TZVPD" e_above_lowest_kcal_mol=87.55 mol_weight_g_mol=117.17 smiles="C1=NSCOCC1" homo_lumo_gap_ev=9.447 total_charge=0 e_tot_ev=-18630.7532 multiplicity=1 e_homo_ev=-8.8 largest_force_ev_per_a=6.55
C 0.930 -1.270 -0.674
N 0.874 -0.904 -1.888
S -0.123 0.620 -2.192
C -0.248 1.606 -0.625
O -0.943 1.178 0.348
C -0.538 0.243 1.262
C -0.002 -1.120 0.583
H 1.757 -2.051 -0.785
H 0.868 1.861 -0.249
H -0.793 2.396 -1.061
H 0.381 0.669 1.900
H -1.392 -0.050 2.031
H 0.136 -1.777 1.430
H -0.908 -1.401 -0.080

=====

Record 4
15
Properties=species:S:1:pos:R:3 method="wB97M-V/def2-TZVPD" e_above_lowest_kcal_mol=52.95 mol_weight_g_mol=149.24 smiles="C=NSC(=S)COC" homo_lumo_gap_ev=8.432 total_charge=0 e_tot_ev=-29467.4944 multiplicity=1 e_homo_ev=-8.5 largest_force_ev_per_a=1.15
C 3.714 -1.022 -0.038
N 2.864 -0.062 -0.006
S 1.230 -0.521 -0.035
C 0.469 1.049 -0.038
S 1.191 2.501 -0.054
C -1.039 0.926 0.005
O -1.445 -0.392 -0.194
C -2.824 -0.593 0.011
H 4.778 -0.734 0.003
H 3.437 -2.077 -0.092
H -1.361 1.280 0.996
H -1.462 1.606 -0.765
H -3.028 -1.642 -0.184
H -3.116 -0.339 1.052
H -3.408 0.020 -0.663

=====

Copy entry 2 word for word.
14
Properties=species:S:1:pos:R:3 method="wB97M-V/def2-TZVPD" e_above_lowest_kcal_mol=145.97 mol_weight_g_mol=117.17 homo_lumo_gap_ev=9.227 total_charge=0 e_tot_ev=-18628.2199 multiplicity=1 e_homo_ev=-8.5 largest_force_ev_per_a=4.03
C 2.287 0.554 -0.581
C -0.112 -0.563 0.981
C -1.203 0.415 -0.850
C -1.421 -0.472 0.272
N -2.012 0.832 0.173
O 0.365 2.051 0.414
S 0.608 0.741 -0.150
H 2.554 -0.397 -1.227
H -0.001 -0.403 1.973
H 0.279 -1.465 0.621
H -1.670 0.419 -1.890
H -2.198 -1.237 0.106
H -1.666 1.647 0.737
H 2.398 1.320 -1.401